1.
A 2-piece molecular cluster, C3H5BrS overall, computed with ωB97M-V with the def2-TZVPD basis set.

Results
total charge: 0
energy relative to the best compared isomer or geometry (same formula, charge and spin): 47.8 kcal per mole
energy: -84067.2032 eV
lowest unoccupied orbital energy: 0.7 eV
SMILES: C#CSC.Br
HOMO-LUMO gap: 9.64 eV

Atoms and positions in Å:
1 Br -3.205 0.702 0.620
2 S 1.240 -0.110 1.112
3 C -0.858 -1.770 -0.058
4 C -0.073 -1.003 0.464
5 C 1.742 1.024 -0.244
6 H 1.169 0.655 -1.089
7 H 2.724 1.104 -0.467
8 H 1.405 2.027 0.122
9 H -1.674 -2.310 -0.400
10 H -2.470 -0.318 -0.060

Löwdin analysis output, partial charges in e: atom 1 (Br): 0.331, atom 2 (S): 0.827, atom 3 (C): -0.002, atom 4 (C): -0.569, atom 5 (C): -0.346, atom 6 (H): 0.038, atom 7 (H): -0.012, atom 8 (H): 0.050, atom 9 (H): 0.016, atom 10 (H): -0.333

2.
C3H5LiO4Rb as an isolated structure, computed with ωB97M-V with the def2-TZVPD basis set.

Results
total charge: 0
energy relative to the best compared isomer or geometry (same formula, charge and spin): 36.5 kcal per mole
2S+1: 2
energy: -12240.4584 eV
lowest unoccupied orbital energy (spin up / spin down): -1.2 / -1.2 eV
HOMO-LUMO gap (spin up / spin down): 5.56 / 4.65 eV

Atoms and positions in Å:
1 Rb 0.509 -1.929 5.700
2 O -0.429 -0.102 -0.305
3 O -0.523 -0.814 1.729
4 O 0.564 1.119 1.322
5 O 3.099 -0.917 5.656
6 C -0.007 0.804 -1.329
7 C -0.038 0.113 0.994
8 C -0.509 0.288 -2.656
9 Li -1.449 -1.723 0.297
10 H 1.090 0.867 -1.310
11 H -0.184 0.968 -3.454
12 H -0.412 1.800 -1.105
13 H -0.105 -0.711 -2.869
14 H -1.607 0.238 -2.669

Löwdin analysis output, partial charges in e: atom 1 (Rb): 0.878, atom 2 (O): -0.142, atom 3 (O): -0.148, atom 4 (O): 0.083, atom 5 (O): -0.902, atom 6 (C): -0.235, atom 7 (C): -0.791, atom 8 (C): -0.078, atom 9 (Li): 0.830, atom 10 (H): 0.134, atom 11 (H): 0.085, atom 12 (H): 0.132, atom 13 (H): 0.078, atom 14 (H): 0.076

3.
A 2-piece molecular cluster, C4H6O2 overall, computed with ωB97M-V with the def2-TZVPD basis set.

Results
total charge: 0
energy relative to the best compared isomer or geometry (same formula, charge and spin): 89.4 kcal per mole
energy: -8336.5839 eV
lowest unoccupied orbital energy: 0.9 eV
HOMO-LUMO gap: 10.54 eV

Atoms and positions in Å:
1 O 1.237 -1.464 0.147
2 O 0.220 -0.084 2.511
3 C -0.717 -0.197 -0.963
4 C -0.321 0.043 1.453
5 C 0.414 0.816 -0.865
6 C 0.346 -0.413 0.019
7 H 1.805 -1.235 0.902
8 H -1.620 0.442 0.940
9 H 1.142 0.959 -1.671
10 H -1.681 0.166 -0.293
11 H 0.176 1.741 -0.337
12 H -1.000 -0.772 -1.844

Löwdin analysis output, partial charges in e: atom 1 (O): 0.038, atom 2 (O): 0.087, atom 3 (C): -0.113, atom 4 (C): -0.148, atom 5 (C): -0.064, atom 6 (C): -0.495, atom 7 (H): 0.109, atom 8 (H): 0.177, atom 9 (H): 0.113, atom 10 (H): 0.083, atom 11 (H): 0.097, atom 12 (H): 0.115

4.
C19H39F6N6OP2Pd as an isolated structure, computed with ωB97M-V with the def2-TZVPD basis set.

Results
total charge: -2
energy relative to the best compared isomer or geometry (same formula, charge and spin): 5.8 kcal per mole
2S+1: 2
energy: -69693.2072 eV
lowest unoccupied orbital energy (spin up / spin down): 4.1 / 4.1 eV
HOMO-LUMO gap (spin up / spin down): 5.99 / 6.26 eV

Atoms and positions in Å:
1 Pd -0.023 -0.147 -1.642
2 P 4.331 2.941 -0.502
3 P -1.111 -0.930 1.126
4 F 4.751 4.232 -1.363
5 F 4.945 3.676 0.828
6 F 3.760 2.231 -1.813
7 F 2.823 3.567 -0.188
8 F 5.721 2.228 -0.766
9 F 3.910 1.739 0.457
10 O 0.784 -0.837 -3.560
11 N -0.024 3.252 0.804
12 N 2.897 -0.477 -2.874
13 N -0.857 0.317 0.229
14 N 0.563 -1.325 -6.930
15 N 4.859 -0.642 -5.949
16 N 0.367 2.009 -1.992
17 C -3.932 -0.698 1.645
18 C -1.639 -2.682 0.243
19 C -0.883 4.154 0.006
20 C 2.437 -0.917 -5.154
21 C -2.035 -3.785 1.194
22 C -2.516 -1.224 3.692
23 C 1.393 -1.225 -6.145
24 C -2.431 0.968 2.789
25 C 3.813 -0.844 -5.504
26 C 0.526 -1.317 2.033
27 C -2.726 -2.444 -0.865
28 C 0.895 -0.031 2.727
29 C 2.009 -0.773 -3.839
30 C -0.664 4.242 -1.477
31 C -2.589 -0.459 2.353
32 C -0.361 -3.223 -0.424
33 C -0.866 2.854 -2.011
34 C 1.623 -1.546 0.985
35 C 0.607 -2.544 3.033
36 H -1.564 1.000 3.441
37 H -1.555 -0.944 4.194
38 H -0.934 5.111 0.526
39 H 1.730 -2.593 0.703
40 H -1.445 4.914 -1.921
41 H -4.043 -1.788 1.517
42 H -2.188 1.673 1.961
43 H 0.759 2.043 -2.930
44 H 3.743 0.023 -3.189
45 H -2.937 -3.637 1.711
46 H -3.352 1.400 3.267
47 H -1.327 -4.068 1.983
48 H -0.613 -4.000 -1.208
49 H 0.218 -3.808 0.308
50 H -2.561 -1.478 -1.360
51 H -4.704 -0.338 2.345
52 H -3.385 -0.813 4.256
53 H -1.911 3.777 0.072
54 H -0.145 2.236 0.522
55 H 0.904 3.562 0.647
56 H 0.597 0.800 2.059
57 H 1.977 0.097 2.891
58 H -1.646 2.370 -1.464
59 H 1.466 -0.822 0.155
60 H -1.143 2.831 -3.072
61 H -0.337 -2.786 3.447
62 H 0.285 -2.484 -0.969
63 H -2.614 -2.331 3.546
64 H 1.308 -2.157 3.800
65 H -2.715 -3.208 -1.638
66 H 1.098 2.332 -1.360
67 H 2.587 -1.239 1.306
68 H 2.406 -0.143 -2.025
69 H 0.285 0.024 3.723
70 H 1.019 -3.394 2.501
71 H 0.257 4.696 -1.767
72 H -3.768 -2.339 -0.455
73 H -3.982 -0.075 0.699
74 H -2.127 -4.784 0.633

Löwdin analysis output, partial charges in e: atom 1 (Pd): 0.614, atom 2 (P): 0.104, atom 3 (P): 0.840, atom 4 (F): -0.161, atom 5 (F): -0.193, atom 6 (F): -0.155, atom 7 (F): -0.206, atom 8 (F): -0.149, atom 9 (F): -0.163, atom 10 (O): -0.149, atom 11 (N): 0.016, atom 12 (N): 0.153, atom 13 (N): -0.386, atom 14 (N): 0.083, atom 15 (N): 0.087, atom 16 (N): -0.050, atom 17 (C): -0.103, atom 18 (C): -0.566, atom 19 (C): -0.310, atom 20 (C): -0.221, atom 21 (C): -0.132, atom 22 (C): -0.109, atom 23 (C): -0.236, atom 24 (C): -0.136, atom 25 (C): -0.276, atom 26 (C): -0.598, atom 27 (C): -0.103, atom 28 (C): -0.123, atom 29 (C): -0.602, atom 30 (C): -0.219, atom 31 (C): -0.632, atom 32 (C): -0.141, atom 33 (C): -0.267, atom 34 (C): -0.134, atom 35 (C): -0.069, atom 36 (H): 0.051, atom 37 (H): 0.068, atom 38 (H): 0.092, atom 39 (H): 0.055, atom 40 (H): 0.113, atom 41 (H): 0.049, atom 42 (H): 0.066, atom 43 (H): 0.081, atom 44 (H): 0.105, atom 45 (H): 0.030, atom 46 (H): 0.091, atom 47 (H): 0.060, atom 48 (H): 0.095, atom 49 (H): 0.060, atom 50 (H): 0.046, atom 51 (H): 0.070, atom 52 (H): 0.080, atom 53 (H): 0.094, atom 54 (H): 0.016, atom 55 (H): 0.014, atom 56 (H): 0.055, atom 57 (H): 0.087, atom 58 (H): 0.070, atom 59 (H): 0.043, atom 60 (H): 0.111, atom 61 (H): 0.019, atom 62 (H): 0.051, atom 63 (H): 0.069, atom 64 (H): 0.083, atom 65 (H): 0.065, atom 66 (H): 0.053, atom 67 (H): 0.065, atom 68 (H): 0.069, atom 69 (H): 0.090, atom 70 (H): 0.057, atom 71 (H): 0.097, atom 72 (H): 0.062, atom 73 (H): 0.103, atom 74 (H): 0.106

5.
C21H18N3O2RhS as an isolated structure, computed with ωB97M-V with the def2-TZVPD basis set.

Results
total charge: 0
energy relative to the best compared isomer or geometry (same formula, charge and spin): 0.0 kcal per mole
energy: -44478.2696 eV
lowest unoccupied orbital energy: 0.1 eV
HOMO-LUMO gap: 7.53 eV

Atoms and positions in Å:
1 Rh -0.800 -0.461 -0.632
2 S -0.515 -1.880 3.511
3 O 1.177 -0.364 -0.718
4 O -2.747 -0.275 -1.148
5 N -0.611 1.473 -0.701
6 N 0.713 1.904 -0.695
7 N -0.850 -2.547 -0.410
8 C 5.254 0.350 -0.511
9 C -1.179 3.811 -0.433
10 C -0.748 -4.325 1.180
11 C -4.925 0.496 -0.644
12 C 4.833 2.715 -0.488
13 C 3.890 0.108 -0.592
14 C -2.928 1.995 -0.501
15 C -0.750 -2.968 0.872
16 C 1.533 0.896 -0.678
17 C 5.728 1.653 -0.455
18 C -3.441 0.734 -0.749
19 C -0.841 -5.245 0.156
20 C -0.939 -4.804 -1.158
21 C -1.556 2.365 -0.561
22 C 2.992 1.169 -0.618
23 C -0.659 0.394 2.318
24 C -0.675 -1.865 1.799
25 C -0.735 -0.591 1.298
26 C -0.944 -3.443 -1.392
27 C 3.472 2.476 -0.569
28 C -0.536 -0.168 3.553
29 H -1.021 -3.042 -2.394
30 H -0.838 -6.305 0.376
31 H -5.112 -0.571 -0.545
32 H 3.508 -0.902 -0.633
33 H -5.346 1.025 0.210
34 H -2.069 4.426 -0.329
35 H -0.677 -4.640 2.212
36 H 5.947 -0.481 -0.488
37 H -5.434 0.852 -1.542
38 H -0.458 0.341 4.501
39 H 6.791 1.841 -0.384
40 H 2.765 3.294 -0.596
41 H -0.611 4.132 -1.305
42 H -0.526 3.952 0.428
43 H -3.629 2.780 -0.256
44 H 5.200 3.733 -0.448
45 H -1.013 -5.495 -1.984
46 H -0.690 1.460 2.145

Löwdin analysis output, partial charges in e: atom 1 (Rh): 1.179, atom 2 (S): 1.033, atom 3 (O): -0.161, atom 4 (O): -0.165, atom 5 (N): -0.122, atom 6 (N): 0.093, atom 7 (N): -0.008, atom 8 (C): -0.084, atom 9 (C): -0.031, atom 10 (C): -0.011, atom 11 (C): -0.023, atom 12 (C): -0.086, atom 13 (C): -0.026, atom 14 (C): -0.028, atom 15 (C): -0.256, atom 16 (C): -0.432, atom 17 (C): -0.095, atom 18 (C): -0.449, atom 19 (C): -0.056, atom 20 (C): -0.058, atom 21 (C): -0.320, atom 22 (C): -0.149, atom 23 (C): -0.159, atom 24 (C): -0.509, atom 25 (C): -0.257, atom 26 (C): -0.094, atom 27 (C): -0.033, atom 28 (C): -0.407, atom 29 (H): 0.119, atom 30 (H): 0.111, atom 31 (H): 0.080, atom 32 (H): 0.110, atom 33 (H): 0.081, atom 34 (H): 0.073, atom 35 (H): 0.110, atom 36 (H): 0.100, atom 37 (H): 0.086, atom 38 (H): 0.067, atom 39 (H): 0.099, atom 40 (H): 0.105, atom 41 (H): 0.085, atom 42 (H): 0.081, atom 43 (H): 0.102, atom 44 (H): 0.100, atom 45 (H): 0.105, atom 46 (H): 0.100

6.
C15H14F3N2O9S2Tb as an isolated structure, computed with ωB97M-V with the def2-TZVPD basis set.

Results
total charge: 0
energy relative to the best compared isomer or geometry (same formula, charge and spin): 4.6 kcal per mole
2S+1: 7
energy: -89449.1869 eV
lowest unoccupied orbital energy (spin up / spin down): -1.3 / -1.3 eV
HOMO-LUMO gap (spin up / spin down): 8.50 / 8.49 eV

Atoms and positions in Å:
1 Tb -0.625 0.567 -0.730
2 S -1.106 2.507 -2.238
3 S -4.062 -0.345 0.180
4 F 6.705 1.919 -1.460
5 F 6.977 -0.077 -0.680
6 F 6.462 0.215 -2.759
7 O 0.034 -1.532 -1.001
8 O -1.508 1.261 3.954
9 O -1.306 3.649 -3.055
10 O 1.108 -3.448 -0.489
11 O -0.255 2.719 -0.999
12 O -2.339 1.860 -1.662
13 O -2.547 -0.319 0.307
14 O -0.405 1.332 -2.875
15 O -0.843 1.559 1.927
16 N -1.063 0.852 2.912
17 N 2.063 0.566 -0.590
18 C 3.873 1.328 -1.952
19 C -0.777 -3.202 1.930
20 C -0.033 -0.959 1.700
21 C -0.828 -0.593 2.755
22 C -4.414 -0.586 -1.546
23 C 2.531 1.278 -1.626
24 C -1.563 -1.508 3.479
25 C -4.621 1.338 0.345
26 C 4.303 -0.131 -0.113
27 C 6.239 0.663 -1.516
28 C 2.941 -0.125 0.137
29 C -1.487 -2.837 3.070
30 C 4.770 0.615 -1.177
31 C 0.445 -2.478 -0.205
32 C -0.069 -2.247 1.208
33 H -2.195 -1.189 4.295
34 H -4.267 1.955 -0.478
35 H -3.844 0.140 -2.127
36 H -2.049 -3.586 3.613
37 H -4.213 1.699 1.289
38 H 1.801 1.812 -2.216
39 H 4.968 -0.712 0.508
40 H -5.483 -0.426 -1.691
41 H -5.708 1.303 0.409
42 H -0.800 -4.222 1.569
43 H -4.152 -1.611 -1.799
44 H 2.547 -0.719 0.951
45 H 4.200 1.916 -2.798
46 H 0.595 -0.206 1.245

Löwdin analysis output, partial charges in e: atom 1 (Tb): 1.714, atom 2 (S): 0.298, atom 3 (S): 0.935, atom 4 (F): 0.155, atom 5 (F): 0.148, atom 6 (F): 0.157, atom 7 (O): -0.201, atom 8 (O): 0.128, atom 9 (O): -0.245, atom 10 (O): 0.093, atom 11 (O): -0.457, atom 12 (O): -0.458, atom 13 (O): -0.648, atom 14 (O): -0.435, atom 15 (O): 0.018, atom 16 (N): -0.315, atom 17 (N): 0.015, atom 18 (C): 0.039, atom 19 (C): 0.020, atom 20 (C): -0.060, atom 21 (C): -0.153, atom 22 (C): -0.231, atom 23 (C): -0.081, atom 24 (C): 0.012, atom 25 (C): -0.231, atom 26 (C): 0.034, atom 27 (C): -0.593, atom 28 (C): -0.090, atom 29 (C): -0.032, atom 30 (C): -0.094, atom 31 (C): -0.603, atom 32 (C): -0.110, atom 33 (H): 0.125, atom 34 (H): 0.050, atom 35 (H): 0.052, atom 36 (H): 0.113, atom 37 (H): 0.066, atom 38 (H): 0.095, atom 39 (H): 0.127, atom 40 (H): 0.069, atom 41 (H): 0.065, atom 42 (H): 0.130, atom 43 (H): 0.065, atom 44 (H): 0.112, atom 45 (H): 0.136, atom 46 (H): 0.066

Which of these has the highest energy relative to the best compared isomer or geometry (same formula, charge and spin)? C4H6O2

Which value of energy does entry 6 give? -89449.1869 eV

Which of these has the highest energy? C4H6O2

Number 3 is which compound? C4H6O2